{
  "formula": "C5H10N2",
  "method": "wB97M-V/def2-TZVPD",
  "energy_ha": -305.9383,
  "gap_ev": 9.438,
  "lumo_energy_ha": 0.0318,
  "charge": 0,
  "homo_energy_ev": -8.6,
  "elements": ["N", "C", "C", "C", "H", "H", "H", "H", "C", "H", "H", "H", "N", "C", "H", "H", "H"],
  "positions_angstrom": [[1.212, -0.758, -0.199], [-1.104, -2.324, 0.400], [-0.608, 1.292, 0.119], [0.326, -0.316, 0.764], [-1.964, -2.920, 0.667], [2.088, -0.256, -0.140], [-1.396, 0.767, -0.408], [1.486, 1.791, -2.301], [0.333, 1.925, -0.749], [-1.482, -0.843, 1.834], [-0.451, -2.718, -0.364], [0.918, 2.741, -0.309], [0.728, 1.307, -1.824], [-0.809, -1.213, 1.067], [0.857, -0.427, -1.187], [-0.948, 1.871, 0.972], [0.813, 0.080, 1.657]]
}